ORCA calculation (ωB97M-V with the def2-TZVPD basis set) on a structure of composition C4H6NP in a non-equilibrium geometry.

```
12
Properties=species:S:1:pos:R:3:forces:R:3:nbo_charge:R:1
C 0.637 1.113 0.392 2.62 -3.83 -2.03 -0.181
C 1.802 1.366 -0.219 -0.11 2.00 1.72 -0.045
C 0.453 -0.360 0.614 0.71 0.56 -0.52 -0.614
C -0.473 -1.034 -0.375 -3.64 -1.99 0.37 -0.614
N 2.752 0.346 -0.221 0.81 1.75 -1.76 -0.855
P 2.186 -1.019 0.189 -1.15 -1.90 1.25 1.011
H -0.009 1.778 0.742 -2.83 2.89 0.96 0.203
H 2.047 2.425 -0.389 0.50 -0.69 -0.40 0.200
H -0.782 -2.135 -0.042 0.97 2.17 -0.55 0.217
H -0.081 -1.136 -1.373 0.34 0.12 -0.44 0.214
H -1.525 -0.549 -0.500 1.91 -0.43 0.37 0.221
H 0.094 -0.482 1.607 -0.14 -0.65 1.03 0.245
```
Positions in Å, forces in eV/Å.

- highest occupied orbital energy (eV) = -9.014
- LUMO (hartree) = -0.0115
- energy relative to the best compared isomer or geometry (same formula, charge and spin) (kJ/mol) = 100.3
- frontier orbital gap (eV) = 8.700

=====

ORCA calculation (ωB97M-V with the def2-TZVPD basis set) on a structure of composition C6H6P2 in a non-equilibrium geometry.

```
14
Properties=species:S:1:pos:R:3:forces:R:3:nbo_charge:R:1
C -1.282 1.100 0.696 -2.70 -0.13 0.85 -0.193
C 1.489 -1.394 -0.555 -4.04 3.01 -0.03 -0.157
C -2.424 0.499 0.144 3.29 1.00 0.02 -0.505
C 2.360 -0.538 -0.082 1.02 1.99 0.16 -0.476
C -0.028 0.510 0.296 -0.52 1.03 1.53 -0.448
C -0.236 -0.524 -0.490 5.45 -3.35 -1.12 -0.282
P -1.904 -0.963 -0.857 -1.07 1.18 -1.05 0.576
P 1.637 1.129 0.572 1.44 -2.13 -0.03 0.557
H -1.388 1.824 1.558 0.26 -0.38 -1.46 0.221
H 1.463 -2.336 -1.000 0.41 -1.33 -0.44 0.212
H -3.311 1.075 0.109 -1.20 -0.20 0.30 0.229
H 3.487 -0.527 0.073 -1.59 -0.76 -0.50 0.242
H -1.995 -0.303 -2.224 0.17 -0.78 1.53 0.024
H 2.134 0.448 1.760 -0.92 0.85 0.23 0.000
```
Positions in Å, forces in eV/Å.

- highest occupied orbital energy (eV) = -8.749
- LUMO (hartree) = 0.0081
- energy relative to the best compared isomer or geometry (same formula, charge and spin) (kJ/mol) = 157.5
- frontier orbital gap (eV) = 8.968